1.
Density functional theory data (ωB97M-V/def2-TZVPD) for a molecular structure, C2H11N3P.

Element x y z (Å)
C  -0.828  -0.128  0.886
C  0.477  0.378  0.155
N  -1.525  -1.061  -0.082
N  0.956  1.654  0.418
N  -0.191  0.399  -1.372
P  2.002  -0.765  0.007
H  -1.322  0.827  1.135
H  -0.503  -0.532  1.765
H  -1.375  -2.008  0.184
H  -2.548  -0.924  -0.141
H  1.884  1.895  0.101
H  0.333  2.434  0.248
H  0.510  0.121  -2.053
H  -0.885  -0.593  -0.940
H  -0.298  1.371  -1.638
H  2.137  -1.054  1.367
H  1.177  -2.012  -0.041

Results
Calculated total energy = -16003.410 eV
F_max = 3.16 eV/Å
Charge = +1
LUMO = -3.0430 eV
Frontier orbital gap = 0.397 Ha

---

2.
Density functional theory data (ωB97M-V/def2-TZVPD) for a molecular structure, C24H21ClGaNO7PS.

Element x y z (Å)
Ga  0.228  -0.239  0.281
O  1.285  -1.796  1.352
S  0.605  -1.348  2.602
O  1.416  -1.238  3.759
O  -0.075  -0.055  2.185
C  -0.656  -2.565  2.818
C  -0.760  -3.240  4.021
C  -1.639  -4.307  4.122
C  -2.389  -4.695  3.020
C  -2.286  -4.005  1.821
C  -1.413  -2.928  1.705
P  -1.390  -2.025  0.117
C  -3.113  -1.545  -0.119
C  -4.014  -2.318  -0.845
C  -5.337  -1.913  -0.938
C  -5.757  -0.754  -0.302
C  -4.861  0.005  0.439
C  -3.538  -0.386  0.528
C  -0.843  -3.175  -1.151
C  0.049  -4.197  -0.829
C  0.535  -5.020  -1.832
C  0.137  -4.824  -3.148
C  -0.739  -3.796  -3.470
C  -1.224  -2.962  -2.476
H  -0.145  -2.929  4.855
H  -1.735  -4.838  5.059
H  -3.057  -5.543  3.093
H  -2.889  -4.301  0.971
H  -3.691  -3.226  -1.339
H  -6.037  -2.505  -1.511
H  -6.790  -0.442  -0.384
H  -5.192  0.906  0.938
H  -2.831  0.208  1.097
H  0.359  -4.346  0.198
H  1.226  -5.815  -1.584
H  0.512  -5.475  -3.927
H  -1.044  -3.639  -4.495
H  -1.886  -2.141  -2.724
O  -0.312  2.273  -2.593
Cl  -0.668  1.242  -1.722
O  -2.038  0.914  -1.727
O  0.111  0.027  -1.981
O  -0.284  1.602  -0.322
N  2.231  0.098  -0.273
C  2.694  1.435  -0.600
C  2.990  2.306  0.438
C  3.424  3.587  0.142
C  3.550  3.990  -1.180
C  3.242  3.113  -2.209
C  2.814  1.825  -1.922
H  2.786  -0.301  0.478
H  2.339  -0.511  -1.079
H  2.871  1.981  1.466
H  3.668  4.269  0.945
H  3.884  4.993  -1.407
H  3.338  3.427  -3.239
H  2.562  1.137  -2.720

Results
Calculated total energy = -126063.002 eV
F_max = 1.30 eV/Å
Charge = +1
LUMO = -2.9313 eV
Frontier orbital gap = 0.335 Ha

---

3.
Density functional theory data (ωB97M-V/def2-TZVPD) for C2H2BrClO in the gas phase.

Element x y z (Å)
O  -0.721  -0.809  -1.458
C  -0.703  -0.167  -0.502
Cl  -2.161  0.629  0.058
C  0.542  -0.067  0.450
Br  1.778  1.180  -0.337
H  0.193  0.135  1.412
H  1.071  -0.901  0.377

Results
Calculated total energy = -86718.361 eV
F_max = 4.67 eV/Å
LUMO = 0.2202 eV
Frontier orbital gap = 0.399 Ha
SMILES string = O=C(Cl)CBr